(1)
{
  "formula": "C17H43Mn2O17",
  "method": "ωB97M-V/def2-TZVPD",
  "elements": ["Mn", "Mn", "C", "C", "O", "O", "H", "H", "H", "C", "C", "O", "O", "H", "H", "H", "C", "C", "O", "O", "H", "H", "H", "C", "C", "O", "O", "H", "H", "H", "C", "C", "O", "O", "H", "H", "H", "C", "O", "H", "H", "H", "H", "C", "O", "H", "H", "H", "H", "C", "O", "H", "H", "H", "H", "C", "O", "H", "H", "H", "H", "C", "O", "H", "H", "H", "H", "C", "O", "H", "H", "H", "H", "C", "O", "H", "H", "H", "H"],
  "xyz": [[2.241, -0.659, 1.855], [0.600, 2.559, 0.010], [5.458, -3.172, 2.245], [4.205, -2.346, 2.353], [4.278, -1.179, 2.822], [3.127, -2.788, 1.868], [5.861, -2.965, 1.251], [5.172, -4.226, 2.185], [6.151, -2.995, 3.058], [-0.926, -0.856, -0.921], [0.150, -0.685, 0.105], [0.625, -1.672, 0.687], [0.530, 0.485, 0.401], [-1.479, -1.773, -0.737], [-0.450, -0.875, -1.908], [-1.590, 0.008, -0.964], [1.938, 3.295, 3.836], [2.074, 2.432, 2.615], [2.217, 1.194, 2.789], [2.005, 2.985, 1.482], [2.064, 4.334, 3.544], [2.683, 3.046, 4.591], [0.954, 3.097, 4.258], [-3.195, 4.002, 0.338], [-1.778, 3.553, 0.124], [-0.870, 3.953, 0.904], [-1.466, 2.736, -0.804], [-3.181, 5.070, 0.544], [-3.612, 3.443, 1.173], [-3.794, 3.813, -0.552], [3.014, 3.477, -3.169], [2.090, 3.130, -2.042], [1.377, 4.004, -1.497], [2.068, 1.935, -1.607], [3.891, 2.833, -3.170], [3.312, 4.525, -3.128], [2.539, 3.376, -4.149], [-0.981, 1.330, -3.929], [-2.146, 1.875, -3.354], [-1.121, 0.294, -4.256], [-0.636, 1.910, -4.795], [-0.128, 1.346, -3.236], [-1.907, 2.114, -2.441], [-5.336, 0.176, 0.571], [-4.049, -0.283, 0.236], [-6.117, -0.240, -0.074], [-5.538, -0.028, 1.620], [-5.426, 1.267, 0.423], [-4.049, -0.469, -0.714], [4.556, 0.061, -0.496], [3.230, -0.056, 0.025], [4.521, 0.043, -1.587], [5.025, 0.991, -0.175], [5.141, -0.794, -0.166], [2.654, 0.483, -0.548], [0.225, -4.382, -2.464], [1.500, -3.759, -2.538], [-0.474, -3.820, -1.843], [-0.178, -4.259, -3.481], [0.210, -5.460, -2.307], [2.084, -4.145, -1.880], [-0.235, -1.038, 3.978], [1.111, -1.432, 3.718], [-0.679, -0.654, 3.062], [-0.805, -1.908, 4.310], [-0.300, -0.253, 4.737], [1.376, -2.059, 4.394], [-3.478, -1.357, -3.272], [-4.584, -0.977, -2.467], [-3.725, -2.121, -4.015], [-3.053, -0.484, -3.778], [-2.689, -1.757, -2.639], [-5.169, -0.477, -3.042], [-2.636, -3.079, 2.060], [-3.731, -2.223, 2.349], [-2.932, -3.803, 1.291], [-1.754, -2.547, 1.688], [-2.324, -3.603, 2.962], [-3.738, -1.519, 1.684]],
  "mulliken_spin": [4.7428, 4.8333, -0.0024, -0.0216, 0.0313, 0.0290, 0.0006, 0.0010, 0.0004, 0.0176, -0.0375, 0.0343, 0.0546, 0.0025, 0.0005, 0.0060, 0.0051, 0.0309, 0.0254, 0.0407, 0.0003, 0.0000, 0.0012, -0.0010, -0.0112, 0.0324, 0.0309, 0.0012, 0.0012, 0.0002, 0.0005, -0.0241, 0.0280, 0.0441, -0.0001, 0.0009, 0.0012, -0.0018, 0.0000, 0.0002, 0.0005, 0.0083, 0.0026, 0.0001, -0.0012, 0.0000, 0.0000, 0.0000, 0.0000, 0.0065, 0.0471, 0.0013, 0.0001, -0.0023, 0.0013, -0.0008, 0.0000, 0.0004, 0.0000, 0.0000, 0.0000, 0.0058, 0.0249, 0.0011, 0.0019, 0.0014, 0.0019, 0.0001, 0.0000, 0.0000, -0.0001, 0.0000, 0.0000, -0.0002, 0.0001, -0.0001, 0.0005, -0.0001, 0.0001],
  "total_charge": -1,
  "lumo_ev": [2.40, 2.40],
  "spin_multiplicity": 11
}

(2)
{
  "formula": "C17H44BBr2F3N6O4P2S",
  "method": "ωB97M-V/def2-TZVPD",
  "elements": ["C", "B", "C", "Br", "C", "C", "Br", "S", "O", "O", "C", "F", "F", "F", "H", "H", "H", "H", "H", "H", "H", "H", "C", "N", "C", "P", "O", "N", "C", "C", "N", "C", "C", "H", "H", "H", "H", "H", "H", "H", "H", "H", "H", "H", "H", "H", "H", "H", "H", "H", "H", "C", "N", "C", "P", "O", "N", "C", "C", "N", "C", "C", "H", "H", "H", "H", "H", "H", "H", "H", "H", "H", "H", "H", "H", "H", "H", "H", "H", "H"],
  "xyz": [[-0.875, 0.525, 6.772], [-1.239, 2.083, 6.285], [-2.414, 2.246, 5.147], [-2.630, 0.416, 4.272], [-3.899, 2.626, 5.734], [-4.015, 4.124, 6.398], [-5.153, 2.629, 4.126], [-0.232, 3.459, 7.071], [-1.029, 4.735, 7.435], [0.518, 3.025, 8.385], [1.103, 3.975, 5.835], [2.475, 3.747, 6.356], [1.013, 3.224, 4.546], [0.923, 5.443, 5.593], [-1.824, -0.076, 7.101], [-0.237, -0.019, 5.925], [-0.155, 0.565, 7.721], [-2.050, 2.950, 4.265], [-4.340, 1.807, 6.477], [-3.587, 4.217, 7.485], [-3.557, 4.912, 5.638], [-5.173, 4.402, 6.472], [-0.682, 3.903, 0.147], [-0.574, 2.462, 0.053], [0.406, 1.969, 1.021], [-1.823, 1.382, -0.304], [-2.549, 1.600, 1.047], [-3.096, 1.969, -1.266], [-3.384, 3.380, -1.457], [-4.369, 1.277, -1.018], [-0.989, 1.131, -1.856], [-0.317, -0.166, -1.898], [-0.229, 2.115, -2.620], [0.315, 4.360, 0.189], [-1.248, 4.218, 1.029], [-1.135, 4.344, -0.738], [1.335, 1.711, 0.502], [0.052, 1.068, 1.533], [0.644, 2.700, 1.803], [-3.490, 3.911, -0.508], [-4.310, 3.532, -2.031], [-2.615, 3.861, -2.067], [-4.875, 1.675, -0.128], [-4.204, 0.207, -0.861], [-5.044, 1.374, -1.874], [0.614, -0.150, -1.323], [-0.094, -0.469, -2.928], [-0.964, -0.940, -1.474], [0.758, 2.300, -2.188], [-0.756, 3.068, -2.696], [-0.089, 1.773, -3.646], [0.841, -4.082, -5.016], [2.000, -3.334, -4.574], [1.940, -1.966, -5.093], [2.796, -3.496, -3.093], [1.636, -2.878, -2.274], [2.725, -5.022, -2.346], [1.736, -6.036, -2.665], [2.842, -4.948, -0.882], [4.129, -4.206, -4.035], [5.255, -3.281, -4.149], [4.024, -5.019, -5.242], [0.663, -3.916, -6.086], [-0.063, -3.807, -4.465], [0.987, -5.157, -4.939], [2.640, -1.861, -5.928], [2.222, -1.231, -4.331], [0.942, -1.684, -5.447], [0.716, -5.651, -2.600], [1.811, -6.903, -1.991], [1.911, -6.459, -3.658], [1.882, -4.689, -0.415], [3.575, -4.190, -0.589], [3.185, -5.901, -0.466], [5.055, -2.502, -4.892], [6.179, -3.804, -4.422], [5.441, -2.793, -3.188], [3.799, -4.418, -6.126], [3.258, -5.792, -5.147], [4.958, -5.551, -5.424]],
  "mulliken_charge": [-0.9463, 0.2646, -0.1856, -0.1129, -0.1992, -0.8744, -0.1064, 0.9456, -0.6160, -0.6342, 0.6405, -0.1979, -0.2081, -0.2085, 0.3073, 0.3294, 0.2838, 0.2636, 0.3257, 0.2723, 0.2587, 0.3553, -1.1940, 0.4563, -1.4063, 0.7303, -0.7836, 0.1550, -0.9794, -1.0506, 0.2006, -1.1275, -0.8249, 0.4432, 0.2618, 0.3611, 0.2540, 0.4288, 0.4523, 0.2850, 0.3762, 0.2008, 0.3100, 0.3343, 0.3614, 0.3434, 0.2819, 0.3380, 0.2842, 0.1962, 0.3151, -1.2075, 0.4261, -1.4400, 0.7462, -0.7635, 0.1591, -0.9879, -1.0515, 0.0424, -1.0190, -0.8250, 0.4425, 0.3050, 0.3501, 0.2788, 0.4652, 0.4173, 0.3157, 0.3699, 0.1990, 0.3137, 0.3346, 0.3591, 0.3193, 0.3334, 0.3580, 0.2710, 0.1826, 0.3440],
  "smiles": "CB([C@@H](Br)[C@@H](C)Br)S(=O)(=O)C(F)(F)F.CN(C)P(=O)(N(C)C)N(C)C.CN(C)P(=O)(N(C)C)N(C)C",
  "lumo_ev": -2.14
}

(3)
{
  "formula": "C17H44NO12S4",
  "method": "ωB97M-V/def2-TZVPD",
  "elements": ["C", "N", "C", "C", "C", "C", "H", "H", "H", "H", "H", "H", "H", "H", "H", "H", "H", "H", "O", "S", "O", "O", "C", "C", "C", "H", "H", "H", "H", "H", "H", "H", "H", "O", "S", "O", "O", "C", "C", "C", "H", "H", "H", "H", "H", "H", "H", "H", "O", "S", "O", "O", "C", "C", "C", "H", "H", "H", "H", "H", "H", "H", "H", "O", "S", "O", "O", "C", "C", "C", "H", "H", "H", "H", "H", "H", "H", "H"],
  "xyz": [[2.933, 3.849, 2.750], [1.595, 3.489, 3.266], [0.739, 4.664, 3.728], [-0.362, 4.722, 2.688], [-0.670, 3.242, 2.527], [0.726, 2.704, 2.265], [3.517, 2.947, 2.599], [3.441, 4.470, 3.483], [2.829, 4.412, 1.829], [1.739, 2.882, 4.067], [1.348, 5.551, 3.853], [0.332, 4.375, 4.695], [0.097, 5.060, 1.754], [-1.193, 5.376, 2.916], [-0.972, 2.837, 3.498], [-1.396, 2.979, 1.769], [0.879, 1.641, 2.429], [1.089, 2.948, 1.270], [-2.221, 0.896, 0.990], [-1.790, -0.347, 1.565], [-0.439, -0.757, 1.330], [-2.800, -1.485, 1.212], [-3.161, -1.696, -0.194], [-2.095, -2.437, -0.967], [-2.092, -0.332, 3.299], [-3.403, -0.730, -0.638], [-4.080, -2.272, -0.132], [-1.193, -1.839, -1.091], [-2.477, -2.691, -1.957], [-1.817, -3.358, -0.456], [-3.120, -0.026, 3.473], [-1.398, 0.380, 3.739], [-1.907, -1.329, 3.689], [-2.593, -4.229, -4.267], [-1.564, -4.938, -4.970], [-0.291, -5.096, -4.340], [-1.389, -4.291, -6.404], [-1.165, -2.850, -6.446], [0.277, -2.469, -6.190], [-2.153, -6.508, -5.489], [-1.841, -2.371, -5.739], [-1.472, -2.562, -7.448], [0.574, -2.691, -5.167], [0.395, -1.400, -6.363], [0.942, -3.012, -6.860], [-3.104, -6.375, -5.995], [-2.273, -7.105, -4.588], [-1.411, -6.953, -6.146], [5.482, 1.376, 6.238], [6.268, 0.231, 5.881], [7.597, 0.426, 5.404], [5.432, -0.605, 4.811], [4.952, 0.148, 3.682], [6.002, 0.364, 2.610], [6.260, -0.953, 7.173], [4.562, 1.099, 4.056], [4.119, -0.436, 3.293], [6.810, 1.002, 2.963], [5.544, 0.830, 1.736], [6.434, -0.589, 2.307], [5.236, -1.115, 7.497], [6.860, -0.533, 7.977], [6.710, -1.870, 6.801], [-3.023, 2.709, -4.188], [-2.612, 1.424, -3.718], [-2.258, 0.413, -4.661], [-3.710, 0.861, -2.725], [-5.088, 0.855, -3.195], [-5.372, -0.283, -4.150], [-1.314, 1.597, -2.545], [-5.307, 1.826, -3.639], [-5.671, 0.762, -2.282], [-4.843, -0.156, -5.093], [-6.441, -0.319, -4.356], [-5.065, -1.235, -3.716], [-1.607, 2.338, -1.808], [-0.440, 1.924, -3.103], [-1.130, 0.632, -2.081]],
  "mulliken_charge": [-1.0178, 0.1161, -0.6812, -0.5523, -0.3963, -0.6254, 0.3444, 0.4192, 0.3759, 0.4225, 0.3604, 0.3631, 0.2949, 0.4061, 0.1695, 0.3323, 0.4178, 0.2569, -0.6589, 1.3713, -0.6628, -0.2733, -0.2840, -0.8860, -1.0222, 0.2333, 0.3049, 0.2125, 0.3105, 0.3679, 0.3376, 0.2569, 0.3919, -0.6069, 1.3040, -0.6471, -0.2865, -0.2733, -1.0701, -1.0352, 0.2962, 0.2834, 0.2761, 0.3825, 0.3284, 0.3190, 0.3761, 0.3543, -0.6643, 1.2752, -0.6080, -0.2970, -0.2702, -1.1098, -0.9319, 0.2487, 0.2985, 0.2986, 0.3871, 0.3444, 0.3166, 0.3806, 0.3298, -0.6594, 1.0831, -0.5118, -0.1517, -0.4837, -0.9965, -0.7728, 0.4351, 0.2862, 0.2932, 0.3993, 0.2410, 0.2757, 0.4566, 0.1007],
  "e_above_lowest_kcal_mol": 0.00,
  "total_charge": 1,
  "lumo_ev": -2.91
}